# 1
Formula: C12H48O12
Source: OMol25
Level of theory: wB97M-V/def2-TZVPD

Computed properties:
* energy: -1388.61675 hartree
* HOMO-LUMO gap: 9.481 eV
* HOMO level: -9.41 eV
* relative energy (zero: lowest compared OMol25 entry of this formula, charge and spin): 6.325 eV
* net charge: 0

The geometry in XYZ format:
```
72
Properties=species:S:1:pos:R:3:forces:R:3:mulliken_charge:R:1
C -17.253672 27.198745 4.455985 0.72 -2.43 2.07 -0.82
O -16.620681 26.409462 3.473727 0.07 0.25 -1.93 -0.64
H -17.994940 27.821072 4.021570 -0.49 0.54 -0.36 0.32
H -16.476674 27.741701 4.995678 -0.40 0.39 0.17 0.30
H -17.709033 26.408203 5.105044 -0.17 1.35 0.16 0.34
H -16.065216 25.737577 3.849564 0.25 -0.21 0.44 0.31
C -14.737771 26.046101 -1.180238 1.44 -0.50 -0.61 -0.36
O -15.235279 27.273498 -1.626192 -0.27 0.89 -0.40 -0.54
H -13.666362 26.149568 -0.998436 0.14 -0.36 -0.19 0.44
H -14.919403 25.249606 -1.922602 0.08 0.55 0.40 -0.10
H -15.166001 25.788886 -0.249115 -0.68 -0.55 1.14 0.15
H -14.693671 27.974821 -1.235808 -0.41 -0.21 -0.24 0.29
C -15.965623 28.754999 1.153653 1.61 -1.72 1.74 -0.54
O -17.188174 28.441301 1.748542 -0.71 1.41 -0.87 -0.47
H -15.267111 27.871935 1.100780 -0.79 0.37 -0.22 0.08
H -15.373982 29.437700 1.745559 -0.02 0.69 0.35 0.40
H -16.089286 29.153069 0.199909 -0.47 0.66 -1.66 0.34
H -17.105665 27.673942 2.285261 0.50 -1.05 0.35 0.31
C -20.146457 22.003607 2.345496 0.14 -0.32 2.70 -0.88
O -19.746063 22.997109 1.495047 -0.72 0.86 -1.22 -0.19
H -19.603593 22.160988 3.284621 0.07 -0.41 0.34 0.34
H -19.933026 21.001836 2.036815 -0.05 -0.66 -0.65 0.33
H -21.156866 22.122324 2.640122 -1.24 -0.09 -0.14 0.35
H -18.890568 22.651922 1.286747 1.49 0.50 -1.13 0.00
C -19.820913 25.307267 -4.256159 -1.73 0.04 -0.76 -0.61
O -18.962107 24.893055 -5.317777 0.90 0.39 0.79 -0.46
H -20.729943 24.659902 -4.137752 1.11 0.20 0.11 0.38
H -20.241356 26.302826 -4.512839 0.39 -0.24 0.44 0.38
H -19.223393 25.324030 -3.361397 -0.06 0.11 0.42 0.10
H -19.447357 24.440031 -5.979243 -0.74 -0.56 -0.90 0.23
C -17.707595 27.867158 -4.018168 -0.32 1.41 0.48 0.03
O -17.724377 27.448225 -5.369349 0.40 1.30 -0.29 -0.71
H -17.415448 28.963892 -3.905648 -0.04 -1.42 -0.63 0.29
H -16.984501 27.254001 -3.508257 0.19 0.00 0.69 -0.25
H -18.690787 27.829636 -3.516572 0.32 -0.37 -0.28 0.20
H -18.242518 26.656094 -5.469423 -0.43 -0.81 0.01 0.45
C -20.194677 25.828519 3.307513 0.46 0.19 0.07 -0.29
O -20.992241 24.665472 3.389355 0.27 0.75 0.82 -0.60
H -20.223918 26.462939 4.185060 -0.44 -0.22 0.42 0.42
H -20.519434 26.415222 2.477174 -0.29 0.76 -0.71 0.34
H -19.133123 25.625182 3.127363 0.03 -0.36 0.05 -0.14
H -20.686965 24.219318 2.608295 -0.06 -0.92 -0.68 0.31
C -17.603961 22.748233 -2.392201 -0.08 -0.12 -0.94 -0.43
O -18.362642 23.396833 -1.410172 0.43 0.72 0.57 -0.09
H -16.624056 22.443897 -1.981123 0.09 0.54 -0.52 0.22
H -17.599105 23.405473 -3.312961 0.58 -1.02 0.81 -0.09
H -18.075066 21.793144 -2.646282 -0.25 0.24 -0.05 0.31
H -18.013484 24.319259 -1.365795 -0.41 -0.62 -0.21 0.13
C -21.101210 25.123845 -0.856624 0.26 -1.37 -1.53 -0.14
O -21.002225 23.872751 -1.583894 -1.86 1.45 0.07 -0.64
H -20.851121 24.972076 0.175127 0.10 0.20 0.56 -0.17
H -22.101950 25.437107 -0.997297 -1.24 0.22 0.34 0.50
H -20.531128 25.906348 -1.346686 0.69 0.13 0.15 0.01
H -20.184878 23.472877 -1.362354 1.52 -0.57 0.32 0.46
C -16.502403 23.282014 1.960522 -0.22 0.91 0.55 -0.30
O -17.218215 22.248487 1.314988 -0.73 0.97 0.61 -0.57
H -16.009079 24.025784 1.313739 0.09 -0.68 -0.28 0.08
H -15.814101 22.826572 2.654318 0.57 0.10 0.27 0.52
H -17.182056 23.925992 2.541280 -0.21 -0.62 -0.17 -0.04
H -16.619082 21.734319 0.814305 0.82 -0.83 -0.88 0.27
C -18.067141 25.983165 0.115152 0.52 -1.00 0.39 0.92
O -17.783963 26.151761 -1.248440 -1.18 -1.18 -1.22 -0.46
H -17.103455 26.023065 0.610323 -0.08 0.13 0.79 -0.28
H -18.494074 24.958531 0.312878 0.16 1.21 -0.20 -0.48
H -18.714177 26.777332 0.426777 -0.40 0.22 0.62 0.32
H -17.002986 26.673036 -1.380584 0.75 0.74 -0.01 0.10
C -15.576426 24.868688 -4.377294 -0.46 -1.51 -0.05 0.06
O -15.301656 25.988868 -5.095931 2.77 0.81 -0.50 -0.60
H -14.727988 24.240171 -4.040865 0.18 0.82 -0.54 0.41
H -16.205434 24.233942 -4.963714 -0.51 -0.96 -0.44 0.38
H -16.142152 25.061926 -3.507955 -0.79 0.46 1.36 -0.63
H -16.053875 26.540183 -5.256899 -1.17 0.39 -0.16 0.40
```
Positions in Å, forces in eV/Å.

***

# 2
Formula: C12H48O12
Source: OMol25
Level of theory: wB97M-V/def2-TZVPD

Computed properties:
* energy: -1388.62498 hartree
* HOMO-LUMO gap: 9.849 eV
* HOMO level: -9.50 eV
* relative energy (zero: lowest compared OMol25 entry of this formula, charge and spin): 6.101 eV
* net charge: 0

The geometry in XYZ format:
```
72
Properties=species:S:1:pos:R:3:forces:R:3:mulliken_charge:R:1
C -5.375567 21.356157 15.627126 0.80 1.36 0.00 -0.06
O -4.483349 21.649630 16.714378 -0.84 -0.42 -0.14 -0.56
H -6.037756 20.490737 15.652649 0.19 -0.23 0.69 0.31
H -5.972703 22.265604 15.560548 -0.27 -0.24 -0.31 0.26
H -4.765967 21.282135 14.726568 -0.26 -0.09 -0.36 -0.34
H -3.774289 21.002716 16.695854 0.23 -0.38 0.17 0.41
C -2.310189 18.814590 15.403347 -1.26 -0.55 0.42 -0.32
O -2.538272 19.586465 16.615063 0.69 -0.21 -1.03 -0.57
H -1.316002 18.396923 15.244404 0.24 0.59 0.24 0.27
H -2.989818 17.962573 15.420168 -0.03 -0.22 0.08 0.35
H -2.661028 19.376635 14.537831 0.42 0.39 0.22 -0.01
H -2.103427 19.150768 17.351728 -0.02 -0.06 0.01 0.29
C -5.875854 18.855038 12.988875 1.00 1.53 -0.58 -0.17
O -6.098311 17.849235 13.926225 -0.41 -0.58 0.17 -0.55
H -5.587191 18.522850 11.991666 -0.34 -0.74 -0.01 0.34
H -6.647197 19.613333 12.854311 -0.48 -0.30 0.23 0.29
H -5.008976 19.441316 13.293668 0.21 0.11 0.25 -0.19
H -6.942299 17.990074 14.361473 0.02 -0.01 -0.07 0.32
C -2.651646 23.013194 14.546443 0.27 0.24 -0.50 -0.29
O -1.908681 23.334321 13.340988 -0.45 -0.20 0.39 -0.56
H -2.204510 23.582445 15.361380 -0.22 -0.42 0.26 0.52
H -3.699192 23.299553 14.452959 0.14 0.22 -0.23 0.07
H -2.641010 21.932445 14.687715 0.26 0.06 0.37 -0.06
H -1.065277 23.687175 13.633831 -0.01 0.09 -0.29 0.27
C -4.817574 21.550582 7.993491 -0.76 0.97 -0.10 -0.72
O -3.852895 22.406347 8.548417 0.59 0.09 0.17 -0.62
H -5.756255 22.104077 8.018287 -0.45 -0.20 -0.12 0.25
H -4.579811 21.420032 6.937776 0.07 -0.65 0.17 0.30
H -4.955428 20.662593 8.610389 0.20 -0.38 -0.51 0.26
H -3.768932 22.173759 9.476032 0.37 0.25 0.54 0.32
C -6.406986 23.184344 12.161761 1.33 -1.41 -0.26 -0.44
O -7.292949 22.378600 12.964848 0.21 1.11 -0.82 -0.47
H -5.599199 22.519937 11.854945 0.21 -0.26 0.30 -0.05
H -6.737669 23.497047 11.171320 -0.91 0.38 0.31 0.45
H -5.885383 23.978488 12.695948 -0.52 0.29 0.22 0.28
H -8.108009 22.884614 12.999914 -0.26 -0.16 0.26 0.26
C 0.910717 21.393369 12.299234 -0.07 2.11 0.67 -0.44
O 0.873010 20.060125 12.019726 0.10 -2.12 -0.65 -0.40
H -0.034298 21.675173 12.763579 0.08 0.00 0.14 -0.04
H 1.744395 21.599772 12.970417 -0.06 0.33 0.28 0.40
H 1.030122 22.030571 11.422981 0.02 -0.03 -0.28 0.23
H 1.756869 19.814355 11.736880 -0.01 -0.33 -0.16 0.24
C 0.651476 18.510580 8.843579 -0.38 -0.58 0.58 -0.04
O 1.181918 19.074594 7.680218 0.57 0.64 -0.32 -0.56
H -0.095503 17.754592 8.601493 0.11 -0.24 0.24 0.31
H 1.467558 18.085340 9.427766 0.15 -0.43 -0.34 0.10
H 0.198303 19.179271 9.575413 -0.29 0.69 -0.46 -0.10
H 0.548753 19.099407 6.959050 -0.18 -0.04 0.26 0.32
C -2.750110 20.547912 11.529134 1.07 -0.61 0.39 -0.20
O -3.001521 21.891054 11.201267 -1.38 -0.23 -0.47 0.49
H -1.697045 20.405893 11.286276 0.10 -0.76 0.16 -0.06
H -2.923922 20.312094 12.579025 0.18 0.36 0.31 -0.38
H -3.339961 19.769401 11.045308 -0.24 0.63 -0.75 0.37
H -2.594473 22.412277 11.897146 0.27 0.62 0.28 -0.23
C -3.431316 25.702143 11.020344 0.15 -0.90 -1.38 -0.41
O -2.991489 26.286801 12.188688 0.11 0.69 1.20 -0.51
H -4.132417 26.351584 10.496128 -0.19 -0.13 -0.21 0.38
H -2.585484 25.506750 10.361185 0.07 0.19 0.01 0.22
H -3.859673 24.721189 11.226068 -0.38 -0.15 -0.16 0.01
H -3.808566 26.419586 12.674860 0.26 0.28 0.54 0.31
C 0.480618 16.630499 12.049269 -0.16 0.95 0.60 -0.67
O -0.575273 17.573517 11.691624 0.71 -1.74 -0.01 -0.43
H 1.420862 16.758592 11.512940 -0.16 0.18 -0.59 0.23
H 0.774744 16.769765 13.089548 -0.19 0.07 0.30 0.25
H 0.192878 15.582300 11.968135 -0.55 0.31 -0.37 0.33
H -0.232474 18.464159 11.795734 0.29 0.26 0.15 0.32
C -0.383719 22.402362 8.770972 -0.30 0.93 -0.24 -0.12
O -1.235733 23.138433 7.868307 1.23 -0.22 0.50 -0.59
H -0.877204 22.266592 9.733334 -0.29 -0.63 -0.09 -0.22
H 0.003008 21.497059 8.303026 -0.24 -0.27 0.22 0.19
H 0.484750 22.995212 9.057993 0.14 0.36 -0.46 0.35
H -2.142000 22.902307 8.079359 -0.47 -0.16 -0.01 0.51
```
Positions in Å, forces in eV/Å.

***

# 3
Formula: C12H48O18
Source: OMol25
Level of theory: wB97M-V/def2-TZVPD

Computed properties:
* energy: -1840.10577 hartree
* HOMO-LUMO gap: 9.727 eV
* HOMO level: -9.69 eV
* relative energy (zero: lowest compared OMol25 entry of this formula, charge and spin): 3.338 eV
* net charge: 0

The geometry in XYZ format:
```
78
Properties=species:S:1:pos:R:3:forces:R:3:mulliken_charge:R:1
O -0.528010 2.070670 3.628109 0.34 0.03 0.59 -0.34
C -0.891471 1.505506 4.904388 -0.24 -0.49 -1.26 -0.48
C -2.400049 1.059184 4.819444 2.13 0.81 1.96 0.03
O -2.761148 0.806721 6.162428 -0.92 -0.41 0.62 -0.55
H -1.042996 2.867954 3.479516 -0.04 0.11 0.12 0.25
H -0.359990 0.563021 4.936872 0.42 -0.19 0.05 0.27
H -0.490675 2.066237 5.804956 -1.22 -0.12 -1.02 0.27
H -2.474159 0.158355 4.225252 -0.15 0.05 -0.25 -0.21
H -3.019223 1.853353 4.474989 -0.44 0.58 -0.95 0.43
H -3.382705 1.496546 6.419708 0.14 -0.30 0.19 0.32
O -3.275551 -2.150502 0.985032 0.08 -1.42 -2.01 -0.40
C -2.943665 -3.042979 2.040175 -1.69 1.64 -1.01 -0.30
C -1.630296 -2.767460 2.600510 2.13 -2.15 -0.02 0.41
O -1.544175 -3.594755 3.726410 -0.17 -0.02 2.45 -0.59
H -3.224318 -1.211973 1.180491 0.25 0.43 0.86 0.22
H -3.613909 -2.687783 2.792162 -0.81 -0.82 1.21 0.26
H -3.110803 -4.113259 1.787120 0.05 0.93 -0.10 0.27
H -1.548164 -1.748566 2.941216 0.59 0.65 -0.80 -0.20
H -0.781174 -3.272699 2.078773 -0.32 1.64 -0.87 -0.09
H -1.839328 -3.005444 4.430235 0.00 -0.75 0.54 0.37
O -0.617114 4.295136 -0.227861 -1.59 1.75 1.66 -0.66
C 0.308015 3.611293 0.556942 2.43 -2.97 -1.65 0.77
C 1.279878 4.341198 1.445745 -1.79 3.46 -0.73 -0.32
O 1.384306 5.650134 0.774210 -0.31 -0.40 0.32 -0.62
H -0.608575 4.160031 -1.166600 0.54 -0.59 -0.29 0.34
H -0.101958 2.814521 1.163406 -0.70 -0.32 -0.26 -0.22
H 1.032759 3.176106 -0.172060 -0.66 -0.41 0.50 0.02
H 2.217452 3.826689 1.450353 0.53 -0.17 0.05 0.26
H 0.918211 4.519068 2.469306 0.12 -0.19 -0.15 0.16
H 0.486817 5.773887 0.354748 1.36 -0.13 0.57 0.35
O 2.030858 -4.194127 -3.265678 -0.34 -0.54 -1.41 -0.48
C 1.549924 -4.349838 -1.975802 1.48 1.58 1.86 -0.56
C 1.238840 -3.001926 -1.336342 -0.61 0.17 0.33 -0.22
O -0.052711 -2.960493 -0.785324 -1.75 -0.85 1.75 -0.25
H 1.831046 -5.037135 -3.696018 0.33 0.41 -0.30 0.31
H 0.654216 -4.940421 -1.897741 -0.14 -0.63 0.06 0.38
H 2.413537 -4.624526 -1.348463 -0.50 -1.31 -0.04 0.22
H 1.113804 -2.211336 -2.031217 0.86 0.64 -1.16 0.15
H 1.927380 -2.732033 -0.534858 0.42 0.06 -0.29 0.32
H -0.117144 -3.484655 0.039411 0.23 0.26 -0.67 0.05
O 2.287099 0.990952 0.944709 -0.02 0.75 0.11 -0.59
C 1.010203 0.376800 0.934487 1.15 -1.99 -0.06 -0.20
C 0.396517 0.232289 -0.481517 -0.64 1.80 2.48 0.67
O -0.822440 -0.361951 -0.240832 -1.95 -1.45 0.05 1.62
H 2.849469 0.591198 0.258114 -0.49 -0.01 0.21 0.44
H 1.151888 -0.628666 1.464320 -0.25 0.36 -1.27 0.10
H 0.281191 0.756932 1.656648 0.41 1.17 -0.38 -0.29
H 0.961101 -0.267360 -1.178607 1.59 -1.46 -1.29 0.21
H 0.163676 1.178692 -0.966818 0.24 0.40 0.39 -0.32
H -0.695725 -1.327454 -0.114463 -0.08 0.55 -0.39 -0.62
O 3.161340 0.002490 -1.883503 0.27 0.57 0.00 -0.25
C 3.924285 -0.707753 -2.826769 0.90 -2.60 0.96 -0.58
C 5.173845 0.080607 -3.330517 -1.99 -1.71 -0.73 -0.34
O 4.463772 0.952544 -4.166922 0.48 3.17 -0.79 -0.51
H 3.009186 0.899721 -2.190936 -0.34 0.00 -0.13 0.19
H 4.157192 -1.593407 -2.230493 0.50 -0.28 -0.27 0.32
H 3.288414 -1.127049 -3.661201 0.66 0.80 0.41 0.26
H 5.961686 -0.432087 -3.941725 -0.71 -0.15 0.89 0.30
H 5.618137 0.597424 -2.486081 0.03 0.37 -0.15 0.23
H 3.996680 0.513240 -4.879838 0.21 -0.45 0.14 0.31
O -1.461826 2.130136 -3.368268 0.09 0.37 0.24 -0.68
H -0.918673 2.401627 -4.097405 0.16 0.50 -0.79 0.30
H -1.114518 1.253806 -3.206033 -0.04 -0.94 0.46 0.21
O 1.591034 2.145851 -2.824705 -0.12 -0.02 -0.08 -0.59
H 0.894784 2.820354 -2.890418 0.71 -0.12 0.00 0.22
H 2.439868 2.478254 -3.151548 -0.49 0.46 -0.20 0.29
O -3.244917 1.001370 -1.494731 -0.43 0.64 -0.08 -0.70
H -2.451959 0.480851 -1.377003 0.53 -0.41 0.10 0.05
H -2.972452 1.708372 -2.102516 -0.21 -0.35 0.21 0.35
O -3.081188 -2.542416 -1.742562 0.02 0.12 -0.22 -0.79
H -3.393526 -1.794328 -1.219113 -0.38 0.01 -0.04 0.39
H -2.510632 -2.961477 -1.097573 0.16 -0.37 0.21 0.27
O -2.523974 0.433638 1.684127 -1.17 0.94 0.98 -0.67
H -1.801260 0.461516 1.068687 0.89 -0.38 -0.97 0.20
H -2.843437 1.355699 1.694291 -0.03 -0.72 -0.01 0.26
O -1.386023 -1.030993 -3.106241 1.47 1.98 -2.08 -0.60
H -1.902926 -1.683640 -2.643082 -1.20 -0.81 0.06 0.33
H -1.683620 -0.869485 -4.037905 0.00 -0.80 1.60 0.28
```
Positions in Å, forces in eV/Å.